Entry 1:
Below is 2 unconnected molecules or ions with the total composition C12H32N6OP at a distorted geometry, with properties calculated with ωB97M-V with the def2-TZVPD basis set.

Structure (XYZ):
```
52
Properties=species:S:1:pos:R:3:lowdin_charge:R:1
P 1.178 -1.384 1.359 0.7559
O 0.684 0.072 1.173 -0.3245
N 1.745 -3.057 1.573 -0.2846
N 2.368 -0.920 2.508 -0.3123
N -1.917 2.833 -3.897 0.0819
N 1.876 -1.382 -0.217 -0.3566
N -0.464 2.615 -2.056 0.0318
N -0.921 0.435 -3.482 0.1701
C -3.872 1.692 -0.199 -0.2423
C 0.741 -3.794 2.358 -0.1423
C -1.054 1.769 -3.187 -0.1373
C 3.163 -0.742 -0.467 -0.1219
C -2.242 1.869 -0.328 -0.1696
C 0.944 -0.969 -1.278 -0.1853
C -1.756 3.062 -1.342 -0.2502
C 3.659 -1.558 2.739 -0.1283
C 2.143 -3.919 0.457 -0.1186
C -2.640 3.432 -2.673 -0.1398
C -4.555 3.166 0.196 -0.1327
C 1.810 -0.542 3.810 -0.1406
H -0.165 -3.967 1.773 0.0793
H -5.643 2.923 0.615 0.0929
H -3.705 2.928 -2.787 0.1310
H 2.519 0.062 4.388 0.0847
H 3.224 0.257 -0.027 0.0899
H -2.699 4.569 -2.985 0.1471
H 0.851 0.119 -1.342 0.0491
H 3.570 -2.475 3.333 0.0810
H -4.646 3.831 -0.770 0.0666
H 1.278 -1.342 -2.252 0.0698
H 0.075 3.437 -2.460 0.1513
H 2.381 -4.930 0.809 0.0906
H -1.727 4.056 -0.722 0.1685
H -3.962 3.701 1.058 0.0909
H 4.329 -0.878 3.279 0.0907
H -1.781 2.124 0.743 0.1424
H 3.982 -1.357 -0.093 0.0569
H 3.064 -3.566 -0.016 0.0767
H 0.906 0.065 3.698 0.0698
H 1.353 -4.005 -0.298 0.0861
H 3.367 -0.650 -1.542 0.0836
H 1.545 -1.427 4.399 0.0694
H 0.458 -3.229 3.252 0.0735
H -2.669 2.202 -4.307 0.1373
H 1.132 -4.758 2.706 0.0892
H -4.061 1.015 0.766 0.1257
H -0.107 -0.027 -3.944 0.1528
H -1.773 0.808 -0.605 0.1086
H -0.054 -1.386 -1.102 0.0652
H 4.185 -1.812 1.820 0.0543
H -4.352 1.212 -1.156 0.1024
H -1.768 -0.178 -3.281 0.1698
```

Computed properties:
Total charge ... +1
Spin multiplicity ... 1
HOMO-LUMO gap ... 4.449 eV

=====

Entry 2:
Below is a molecular structure, C12H33AlAs2F12N3O3 at a distorted geometry, with properties calculated with ωB97M-V with the def2-TZVPD basis set.

Structure (XYZ):
```
66
Properties=species:S:1:pos:R:3:lowdin_charge:R:1
As 0.075 6.257 -1.152 0.8612
As 4.322 -5.957 1.386 0.8802
Al -0.607 -1.057 -0.562 0.9766
F 5.347 -4.637 0.775 -0.2935
F 3.181 -7.276 2.005 -0.3086
F 0.443 7.918 -1.592 -0.2647
F -0.252 4.516 -0.766 -0.3391
F -0.314 6.754 0.467 -0.2610
F 0.447 5.760 -2.866 -0.3229
F 4.264 -5.210 3.026 -0.3025
F 1.807 5.961 -0.762 -0.3085
F -1.689 6.435 -1.535 -0.3067
F 5.748 -6.940 1.826 -0.2785
F 2.948 -4.925 1.012 -0.3184
F 4.324 -6.667 -0.264 -0.2854
O -4.271 1.539 -2.459 -0.1265
O -3.123 -3.058 3.366 -0.1425
O 3.975 1.328 0.611 -0.0687
N -0.593 -2.360 4.566 0.1469
N -2.591 0.963 -4.874 0.1382
N 3.667 1.252 -2.048 0.1374
C -3.689 1.908 -4.788 -0.3881
C 5.023 1.031 -1.697 -0.4099
C -1.300 -3.509 5.007 -0.3574
C -4.798 1.596 -3.771 -0.1768
C -2.829 -3.431 4.673 -0.2288
C -5.313 1.796 -1.518 -0.0855
C 5.146 1.382 -0.209 -0.1256
C -4.553 -3.297 3.066 -0.0322
C 4.205 1.803 1.929 -0.0446
C -1.096 -3.685 6.614 0.0141
C -4.257 2.008 -6.192 -0.0339
C 6.062 1.699 -2.641 -0.0074
H 3.490 2.233 -2.212 0.1169
H -3.616 2.526 -6.906 0.1011
H -5.682 2.820 -1.575 0.1045
H -1.357 -2.788 7.176 0.0798
H 3.329 1.642 2.557 0.1024
H -5.308 -2.628 3.477 0.0974
H -3.284 2.883 -4.520 0.1610
H 6.182 2.752 -2.390 0.0907
H -2.885 0.265 -5.541 0.0902
H -4.794 -4.282 3.467 0.0893
H -3.320 -2.825 5.434 0.1356
H 3.683 0.966 -3.016 0.1064
H -5.207 2.503 -5.992 0.0919
H 5.142 -0.053 -1.720 0.1469
H 0.373 -2.652 4.618 0.1158
H 6.002 0.957 0.316 0.1525
H 5.848 1.702 -3.710 0.0883
H -5.214 0.599 -3.920 0.1462
H -0.009 -3.630 6.674 0.0843
H -1.005 -4.392 4.441 0.1496
H -1.704 -4.495 7.017 0.0952
H 4.479 2.843 2.104 0.1196
H -6.164 1.144 -1.714 0.0925
H -1.850 1.406 -5.398 0.1060
H -3.283 -4.394 4.905 0.1251
H -5.304 1.728 -0.430 0.0940
H -5.553 2.368 -3.920 0.1348
H 7.020 1.180 -2.603 0.0948
H -4.509 1.071 -6.687 0.0938
H 5.255 2.465 -0.270 0.1487
H -4.655 -3.374 1.983 0.0882
H 5.015 1.267 2.424 0.1141
H -0.822 -1.705 5.299 0.1057
```

Computed properties:
Total charge ... +1
Spin multiplicity ... 1
HOMO-LUMO gap ... 1.503 eV

=====

Entry 3:
Below is a molecular structure, C12H33ClN3O3Ti, with properties calculated with ωB97M-V with the def2-TZVPD basis set.

Structure (XYZ):
```
53
Properties=species:S:1:pos:R:3:lowdin_charge:R:1
Ti 16.594 3.489 7.916 0.3264
Cl 17.854 1.297 8.307 -0.3429
O 18.308 6.760 5.479 -0.1917
O 11.485 3.647 7.274 -0.1967
O 12.501 6.949 9.914 -0.1724
N 15.780 5.498 9.241 -0.0268
N 18.648 4.570 7.102 -0.0122
N 14.297 3.405 7.267 -0.0089
C 14.746 7.384 8.090 -0.0444
C 13.431 5.930 9.671 -0.2295
C 17.942 5.494 4.990 -0.2314
C 11.166 6.478 9.815 -0.0901
C 18.387 3.064 5.153 -0.0884
C 10.241 3.049 7.565 -0.0986
C 12.113 3.063 6.175 -0.2400
C 13.492 3.651 6.042 -0.3997
C 17.394 7.755 5.111 -0.1104
C 14.193 3.104 4.801 -0.0504
C 18.818 4.441 5.619 -0.4058
C 14.768 6.564 9.376 -0.4113
H 15.746 7.782 7.900 0.0734
H 10.498 7.307 10.024 0.0878
H 14.562 6.716 7.239 0.0694
H 13.641 3.421 3.907 0.0844
H 17.343 7.878 4.017 0.0922
H 18.414 3.008 4.061 0.0857
H 15.813 4.954 10.102 0.0607
H 14.022 2.500 7.647 0.0954
H 15.190 3.522 4.666 0.0538
H 19.873 4.594 5.385 0.1441
H 16.380 7.502 5.445 0.0757
H 19.453 4.142 7.555 0.0855
H 12.168 1.967 6.260 0.1378
H 9.561 3.102 6.703 0.0926
H 18.766 5.569 7.279 0.0752
H 9.792 3.593 8.392 0.0827
H 10.354 1.994 7.841 0.0926
H 13.108 5.317 8.812 0.1024
H 17.745 8.689 5.540 0.0913
H 11.546 3.288 5.256 0.1371
H 16.895 5.266 5.251 0.1068
H 17.389 2.781 5.491 0.0297
H 10.957 6.119 8.797 0.0838
H 19.073 2.311 5.546 0.0712
H 14.240 2.015 4.808 0.0892
H 18.058 5.480 3.896 0.1375
H 13.388 4.735 5.945 0.1411
H 14.107 4.088 7.993 0.0192
H 16.707 5.904 9.145 0.0670
H 15.041 7.250 10.187 0.1453
H 13.526 5.246 10.532 0.1392
H 13.997 8.168 8.138 0.0833
H 10.991 5.662 10.524 0.0915
```

Computed properties:
Total charge ... 0
Spin multiplicity ... 4
ΔE to the lowest compared entry with this formula, charge and spin ... 0.000 eV
HOMO-LUMO gap (spin up / spin down) ... 5.052 / 8.867 eV

=====

Entry 4:
Below is a molecular structure, C12H33CrN3O11S2 at a distorted geometry, with properties calculated with ωB97M-V with the def2-TZVPD basis set.

Structure (XYZ):
```
62
Properties=species:S:1:pos:R:3:lowdin_charge:R:1
Cr -0.982 -16.600 -16.950 0.6610
S -3.468 -17.300 -18.043 0.1221
S -1.022 -16.629 -14.263 0.1608
O -1.208 -17.701 -15.248 -0.4038
O 3.703 -16.575 -17.899 -0.2432
O -4.048 -16.687 -19.213 -0.3899
O -5.363 -11.025 -15.947 -0.1988
O -2.152 -17.816 -18.287 -0.4287
O -3.064 -16.332 -17.043 -0.4333
O -0.676 -15.527 -15.164 -0.4380
O 1.866 -12.492 -17.423 -0.1923
O -4.328 -18.336 -17.565 -0.3529
O -2.288 -16.351 -13.629 -0.3506
O 0.037 -16.911 -13.333 -0.3731
N 1.230 -16.997 -16.978 0.0376
N -2.770 -13.513 -16.862 0.0550
N -0.632 -15.116 -18.505 0.0267
C -3.574 -12.946 -14.779 -0.0668
C -6.002 -9.874 -16.460 -0.1451
C 0.490 -14.186 -18.573 -0.3946
C 1.835 -18.143 -17.679 -0.3518
C -3.938 -12.916 -16.214 -0.3957
C 1.493 -18.117 -19.148 -0.0570
C 5.151 -16.292 -17.973 -0.0773
C 0.813 -13.462 -17.266 -0.1684
C 3.432 -17.994 -17.583 -0.1360
C -4.346 -11.502 -16.821 -0.1725
C 0.153 -13.266 -19.733 -0.0521
C 2.273 -11.923 -16.171 -0.1086
H 1.981 -17.274 -19.637 0.0767
H 5.379 -15.271 -18.281 0.0778
H 3.863 -18.609 -18.374 0.1059
H 0.083 -13.808 -20.676 0.0789
H -0.068 -12.903 -16.951 0.1164
H -6.678 -9.640 -15.638 0.0798
H 1.011 -14.159 -16.452 0.1111
H -4.801 -13.530 -16.473 0.1439
H 0.416 -17.992 -19.263 0.0743
H -6.561 -10.036 -17.382 0.0784
H -0.788 -12.799 -19.443 0.0866
H -3.498 -10.843 -16.634 0.1072
H -3.269 -13.891 -14.329 0.0886
H 1.490 -16.884 -16.009 0.0991
H 1.406 -11.464 -15.696 0.0856
H 1.821 -19.045 -19.615 0.0784
H -1.444 -14.515 -18.477 0.0649
H -2.124 -13.509 -16.085 0.0332
H -2.720 -12.277 -14.680 0.0831
H 1.816 -16.306 -17.424 0.0491
H 3.027 -11.157 -16.355 0.0719
H -5.417 -8.967 -16.610 0.0735
H 5.563 -16.532 -16.993 0.0774
H -0.868 -15.481 -19.417 0.1066
H 1.507 -19.073 -17.215 0.1472
H -4.561 -11.456 -17.889 0.1154
H 2.784 -12.587 -15.474 0.0821
H 0.932 -12.517 -19.881 0.0698
H 1.397 -14.731 -18.835 0.1240
H 5.660 -16.887 -18.732 0.0700
H -4.310 -12.509 -14.104 0.0695
H 3.824 -18.201 -16.587 0.1153
H -2.988 -14.499 -16.862 0.0258
```

Computed properties:
Total charge ... -2
Spin multiplicity ... 5
ΔE to the lowest compared entry with this formula, charge and spin ... 1.831 eV
HOMO-LUMO gap (spin up / spin down) ... 3.297 / 5.539 eV